Arrangement 1

Entry from the OMol25 dataset: an isolated ion of composition C3H4NS and charge +1 (ωB97M-V/def2-TZVPD).

Geometry (Å):
C1 -0.868 -0.248 -1.201
C2 -0.428 1.464 1.105
C3 0.956 -0.797 0.228
N1 0.062 -0.769 -0.724
S1 -1.430 1.475 -0.085
H1 -1.322 -0.477 -2.130
H2 0.318 1.116 1.717
H3 1.975 -0.557 -0.094
H4 0.738 -1.208 1.185

Summary:
E_HOMO, eV: -14.188
Net charge: +1
LUMO, eV: -5.87
Frontier orbital gap, hartree: 0.30561

Mulliken population analysis, charges in e, atoms 1 to 5:
1. C -0.15
2. C -0.05
3. C -0.53
4. N 0.04
5. S 0.00


Arrangement 2

Entry from the OMol25 dataset: an isolated ion of composition C3H4NS and charge +1 (ωB97M-V/def2-TZVPD).

Geometry (Å):
C1 -1.954 0.904 -0.036
S1 -1.693 -0.860 0.047
C2 -0.752 1.111 0.144
N1 0.650 0.625 0.020
C3 0.247 -0.791 0.010
H1 1.134 0.873 -0.896
H2 1.337 0.731 0.677
H3 0.561 -1.304 -0.821
H4 0.472 -1.289 0.855

Summary:
E_HOMO, eV: -14.083
Net charge: +1
LUMO, eV: -6.15
Frontier orbital gap, hartree: 0.29142

Mulliken population analysis, charges in e, atoms 1 to 5:
1. C 0.04
2. S 0.11
3. C -0.02
4. N -0.06
5. C -0.62


Arrangement 3

Entry from the OMol25 dataset: an isolated ion of composition C3H4NS and charge +1 (ωB97M-V/def2-TZVPD).

Geometry (Å):
C1 -0.923 0.525 -0.618
C2 -1.775 -0.281 -0.187
C3 0.431 -0.960 0.728
N1 0.261 1.014 -0.695
S1 -0.957 -1.774 0.276
H1 1.403 -1.512 0.993
H2 0.380 -0.051 1.363
H3 0.636 1.172 -1.710
H4 0.544 1.867 -0.150

Summary:
E_HOMO (alpha / beta), eV: -14.731 / -14.732
Net charge: +1
LUMO (alpha / beta), eV: -6.93 / -6.93
Frontier orbital gap (alpha / beta), hartree: 0.28677 / 0.28677

Mulliken population analysis, charges in e, atoms 1 to 5:
1. C 0.44
2. C -0.33
3. C -0.29
4. N -0.45
5. S 0.31


Q: Which of them is the most stable? A: arrangement 1.


Arrangement 1

Entry from the OMol25 dataset: one molecule with the formula BH3OS (ωB97M-V/def2-TZVPD).

Geometry (Å):
O1 -0.824 -1.246 0.041
B1 -0.214 0.050 0.123
S1 1.581 0.027 0.099
H1 -1.687 -1.348 -0.209
H2 -0.704 1.158 0.212
H3 1.848 1.359 -0.267

Summary:
E_HOMO, eV: -9.959
Net charge: 0
LUMO, eV: 0.46
Frontier orbital gap, hartree: 0.38276

Mulliken population analysis, charges in e, atoms 1 to 5:
1. O -0.52
2. B 0.43
3. S -0.29
4. H 0.30
5. H -0.06


Arrangement 2

Entry from the OMol25 dataset: a 2-piece molecular cluster, BH3OS overall (ωB97M-V/def2-TZVPD).

Geometry (Å):
B1 0.180 -0.593 0.001
O1 -0.195 -1.845 -0.026
S1 1.916 -0.055 -0.022
H1 -0.532 0.234 0.050
H2 -0.953 -1.942 0.511
H3 1.415 1.822 0.019

Summary:
E_HOMO, eV: -9.927
Net charge: 0
LUMO, eV: -0.82
Frontier orbital gap, hartree: 0.33469

Mulliken population analysis, charges in e, atoms 1 to 5:
1. B 0.45
2. O -0.41
3. S -0.33
4. H -0.11
5. H 0.32


Arrangement 3

Entry from the OMol25 dataset: a 2-piece molecular cluster, BH3OS overall (ωB97M-V/def2-TZVPD).

Geometry (Å):
B1 0.491 -0.724 0.004
O1 0.713 -1.992 -0.059
S1 1.937 0.447 0.048
H1 -0.565 -0.156 0.114
H2 -0.157 -2.448 0.070
H3 0.317 2.657 -0.803

Summary:
E_HOMO (alpha / beta), eV: -9.529 / -9.977
Net charge: 0
LUMO (alpha / beta), eV: -2.02 / -0.30
Frontier orbital gap (alpha / beta), hartree: 0.27579 / 0.35578

Mulliken population analysis, charges in e, atoms 1 to 5:
1. B 0.32
2. O -0.36
3. S -0.24
4. H -0.08
5. H 0.34


Q: Which of them is the most stable? A: arrangement 1.